Formula: C3H9O
Source: the Open Molecules 2025 dataset
Level of theory: ωB97M-V with the def2-TZVPD basis set

Computed properties:
Energy = -5303.5209 eV
E_LUMO = 4.498 eV
F_max = 1.58 eV Å⁻¹
E_HOMO = -1.945 eV
ΔE to the lowest compared entry with this formula, charge and spin = 36.1 kJ/mol
Charge = -1

Geometry as XYZ:
```
13
Properties=species:S:1:pos:R:3:forces:R:3:lowdin_charge:R:1
O -0.242 0.613 0.463 -0.63 0.27 0.18 -0.38
C 2.134 1.176 -1.428 -0.16 0.89 0.05 -0.08
C -1.968 -1.066 0.593 0.00 -0.99 -0.67 -0.17
C -0.723 -0.422 1.186 1.33 0.59 0.63 -0.63
H -2.726 -0.326 0.324 0.20 0.19 0.05 0.05
H 0.154 -1.129 1.308 -0.79 -0.73 -0.07 0.07
H -0.970 -0.235 2.287 -0.08 0.43 -0.33 0.06
H 2.394 0.150 -1.668 0.08 0.06 -0.33 0.01
H -2.460 -1.824 1.218 0.13 0.02 0.29 0.04
H 1.059 1.327 -1.475 -0.11 -0.40 0.34 -0.01
H 2.451 1.382 -0.408 -0.16 -0.04 0.07 0.01
H 2.562 1.951 -2.078 0.40 -0.49 -0.15 0.00
H -1.666 -1.596 -0.323 -0.21 0.22 -0.06 0.05
```
Positions in Å, forces in eV/Å.



Formula: CH3NO3S
Source: the Open Molecules 2025 dataset
Level of theory: ωB97M-V with the def2-TZVPD basis set

Computed properties:
Energy = -19546.9651 eV
E_LUMO (alpha / beta) = 6.696 / 6.694 eV
F_max = 1.99 eV Å⁻¹
E_HOMO (alpha / beta) = 1.542 / 1.682 eV
ΔE to the lowest compared entry with this formula, charge and spin = 205.6 kJ/mol
Charge = -2

Geometry as XYZ:
```
9
Properties=species:S:1:pos:R:3:forces:R:3:lowdin_charge:R:1
S 1.795 0.122 0.217 -1.10 0.25 0.48 0.43
O 1.733 1.401 -0.589 0.33 -0.26 -0.11 -0.67
O 2.614 -0.964 -0.445 0.30 -0.08 -0.33 -0.68
O -2.954 0.245 0.195 0.63 0.23 -0.08 -0.45
N -1.822 0.825 -0.122 -0.47 -0.91 -0.29 -0.20
C 0.088 -0.547 0.081 0.34 1.08 0.83 -0.31
H 0.008 -1.362 0.786 -0.25 -0.09 1.13 -0.05
H -1.534 1.369 0.698 0.46 0.00 0.35 -0.03
H 0.072 -1.088 -0.821 -0.24 -0.21 -1.96 -0.05
```
Positions in Å, forces in eV/Å.



Formula: C4H6FNO2
Source: the Open Molecules 2025 dataset
Level of theory: ωB97M-V with the def2-TZVPD basis set

Computed properties:
Energy = -12547.3837 eV
E_LUMO = 0.523 eV
F_max = 1.91 eV Å⁻¹
E_HOMO = -10.254 eV
ΔE to the lowest compared entry with this formula, charge and spin = 68.2 kJ/mol
SMILES string = NC(=O)/C=C(\F)CO

Geometry as XYZ:
```
14
Properties=species:S:1:pos:R:3:forces:R:3:lowdin_charge:R:1
F 0.463 1.439 -0.206 -0.02 -0.11 -0.24 0.03
O 2.854 -0.181 0.637 -0.84 0.23 -0.21 -0.04
O -2.881 -1.019 0.033 -0.10 0.34 0.03 0.05
N -2.134 1.138 0.229 -0.82 0.29 0.14 0.16
C 0.535 0.077 -0.266 0.24 0.12 1.17 -0.24
C 1.966 -0.362 -0.457 -0.69 -1.72 -0.47 -0.20
C -0.541 -0.680 -0.012 0.36 -0.12 -0.85 0.07
C -1.981 -0.205 0.076 1.18 -0.08 0.28 -0.54
H -3.082 1.471 0.383 0.42 -0.14 -0.17 0.12
H -1.370 1.808 0.235 -0.40 -0.60 0.01 0.09
H 1.859 -1.460 -0.713 0.45 1.00 0.09 0.14
H -0.401 -1.777 -0.045 -0.19 0.84 0.05 0.13
H 2.371 0.174 -1.310 0.16 -0.02 -0.07 0.13
H 2.344 -0.424 1.417 0.25 -0.03 0.23 0.09
```
Positions in Å, forces in eV/Å.



Formula: C39H81O31PS3
Source: the Open Molecules 2025 dataset
Level of theory: ωB97M-V with the def2-TZVPD basis set

Computed properties:
Energy = -147016.9035 eV
E_LUMO = -0.171 eV
F_max = 5.22 eV Å⁻¹
E_HOMO = -10.120 eV
SMILES string = CCOP(=O)(OCC)OCC.O=S1(=O)CCCC1.O=S1(=O)CCCC1.O=S1(=O)CCCC1.COC(=O)OC.COC(=O)OC.COC(=O)OC.COC(=O)OC.COC(=O)OC.COC(=O)OC.COC(=O)OC

Geometry as XYZ:
```
155
Properties=species:S:1:pos:R:3:forces:R:3:lowdin_charge:R:1
S -3.606 5.300 -6.122 -1.44 0.96 1.68 0.71
S -1.411 -4.470 -2.025 -0.12 1.02 2.57 0.72
S 7.012 -5.787 -1.090 2.08 3.07 -1.44 0.67
P -5.731 -3.494 6.637 0.27 -0.99 0.82 0.55
O -4.276 5.033 -7.382 0.42 0.72 0.42 -0.32
O 1.300 1.763 -0.505 0.60 0.02 0.56 -0.05
O 5.877 4.997 -4.275 -0.06 0.86 -0.76 0.01
O -5.424 -4.824 7.246 -0.36 1.52 -0.95 -0.26
O 2.787 3.939 6.442 0.01 -0.40 0.62 0.00
O -7.086 -3.504 5.720 2.17 1.27 1.83 -0.21
O 7.502 -6.604 -0.030 -0.28 -0.69 0.90 -0.32
O -4.572 -2.948 5.598 -4.82 -1.93 0.52 -0.21
O -9.491 -0.301 0.794 -1.28 0.00 -1.55 0.02
O 4.091 4.510 4.853 -0.22 1.85 -0.88 -0.01
O 0.068 3.441 -0.359 -0.95 1.32 1.33 0.00
O -0.630 -4.830 -0.817 -1.03 0.19 -1.98 -0.38
O -0.043 1.891 1.392 1.57 2.18 -2.23 0.09
O 7.112 3.210 -3.612 -0.50 1.24 -1.35 0.10
O -7.198 6.462 6.029 0.98 1.10 -2.42 -0.04
O 13.299 -1.748 2.513 -2.08 0.75 0.02 -0.01
O 7.938 4.869 -4.926 -2.12 1.02 -1.65 -0.02
O -7.436 7.807 4.155 -0.03 -2.19 2.82 -0.03
O -8.206 0.925 -0.762 -1.39 -1.86 3.92 0.06
O 4.814 2.859 6.145 -1.43 0.29 0.34 0.10
O -3.900 6.458 -5.248 -0.07 -1.75 -1.66 -0.35
O 11.434 -0.694 2.101 -0.51 0.08 0.08 -0.01
O 2.551 -2.171 -10.827 0.33 2.81 1.27 0.07
O 3.365 -0.186 -11.506 0.04 0.43 -0.72 -0.01
O -5.538 6.366 4.405 -4.24 2.42 1.17 0.06
O 11.236 -2.682 3.148 2.33 1.48 -0.57 0.09
O -0.685 -3.955 -3.186 -1.16 -0.82 0.80 -0.35
O -5.964 -2.367 7.803 2.12 0.30 -3.42 -0.21
O 3.057 -0.439 -9.405 0.69 1.91 1.55 0.01
O 6.571 -4.408 -0.843 -0.21 -1.87 -0.08 -0.35
O -7.738 0.630 1.484 0.49 0.14 0.47 -0.01
C -2.813 -3.282 -1.458 1.40 -1.78 -1.78 -0.18
C 6.491 -6.514 -3.647 -1.16 -1.41 1.71 -0.18
C -1.863 5.248 -6.321 1.12 -1.49 0.72 -0.24
C -1.588 3.742 -6.350 -0.13 -1.29 -0.95 -0.21
C 8.400 -5.633 -2.330 -1.13 0.41 -1.69 -0.21
C 3.672 -0.751 -12.824 -0.58 0.60 0.53 -0.01
C 2.303 3.001 7.440 -0.50 0.35 -0.69 -0.02
C 4.745 4.700 -3.486 -0.81 -1.16 0.36 -0.05
C -7.159 -4.286 4.543 -1.62 -0.03 0.21 -0.28
C 0.441 2.396 0.366 -0.69 -4.00 0.17 -0.54
C 9.220 4.295 -4.960 -0.22 -0.97 0.98 -0.04
C -8.477 0.458 0.383 1.59 1.46 -2.64 -0.55
C 11.950 -1.791 2.674 -2.07 -0.99 -0.20 -0.55
C 9.973 -0.482 2.089 0.51 0.06 -0.09 -0.01
C -10.549 -0.533 -0.176 -0.53 -1.24 -0.35 -0.03
C 13.977 -2.901 2.928 0.60 -0.62 0.04 -0.06
C 6.956 4.235 -4.273 1.34 -1.25 2.26 -0.58
C -3.470 -2.199 5.939 0.81 -0.62 -0.20 -0.30
C -8.672 -4.491 4.329 1.49 -0.66 -1.99 -0.06
C -0.825 4.406 0.258 0.31 0.90 0.12 -0.03
C 5.912 -6.683 -2.159 0.64 -0.66 -0.97 -0.22
C -2.752 -2.925 7.064 0.65 2.22 0.83 -0.07
C 8.018 -6.637 -3.479 0.52 1.50 1.54 -0.22
C 3.953 3.675 5.855 2.01 -0.87 0.03 -0.63
C -6.732 -2.462 8.962 -0.49 -1.43 0.64 -0.29
C -7.025 8.262 2.896 2.73 -0.09 -0.66 -0.08
C 2.755 -1.070 -8.155 -1.25 -1.94 -0.84 -0.02
C -6.626 6.873 4.820 2.22 -1.90 -0.80 -0.42
C -3.811 -3.535 -2.612 -0.57 0.54 0.42 -0.24
C 2.200 0.631 -0.268 -0.59 0.69 1.20 -0.01
C -4.058 -5.079 -2.637 1.04 0.21 0.03 -0.19
C -2.673 -5.817 -2.391 0.43 1.13 0.62 -0.18
C -6.468 1.279 1.362 0.31 0.61 -1.06 -0.04
C -8.140 -2.062 8.615 -0.28 0.55 -0.59 -0.06
C -3.792 3.703 -5.203 -0.74 1.71 1.67 -0.23
C 2.900 -0.996 -10.568 0.20 -4.48 -1.71 -0.61
C 5.196 4.463 3.902 -1.02 -1.66 0.57 0.00
C -2.623 2.881 -5.529 1.86 -0.73 -0.54 -0.23
C -6.530 5.418 6.785 0.00 0.23 0.37 -0.05
H 9.463 4.469 -3.911 1.48 -0.76 -0.22 0.11
H -10.758 0.286 -0.864 0.26 0.08 0.44 0.10
H -2.045 2.586 -4.653 -0.48 0.05 0.39 0.11
H -6.581 -3.486 9.305 -0.59 -0.17 0.26 0.11
H 4.879 -6.489 -1.873 0.05 0.40 -0.53 0.11
H 2.741 0.706 0.675 0.01 0.57 0.08 0.09
H -6.665 -5.243 4.712 0.16 0.05 -0.26 0.12
H -8.177 -1.856 7.545 0.00 -0.43 -0.15 0.07
H -4.810 3.328 -5.314 0.22 -0.03 -0.71 0.11
H -2.130 -6.410 -3.127 -0.83 0.02 -0.57 0.09
H -5.713 0.592 0.979 -0.17 -0.14 -0.10 0.09
H -9.276 -3.596 4.477 0.01 -0.38 0.86 0.08
H -6.383 4.463 6.282 -0.79 0.13 -0.42 0.09
H 13.332 -3.769 2.792 0.19 -0.07 0.29 0.10
H 6.071 3.966 4.321 0.06 0.51 0.26 0.09
H -7.187 5.375 7.654 0.11 -0.51 -0.13 0.09
H -3.713 3.888 -4.132 -0.25 0.75 0.02 0.10
H -8.945 -5.484 4.686 -0.72 0.60 0.57 0.08
H 9.711 -0.151 1.083 0.33 0.10 0.05 0.09
H 2.867 2.998 8.373 0.37 -0.14 -0.40 0.10
H 2.932 0.682 -1.075 -0.41 -0.27 -0.03 0.09
H -2.685 -6.405 -1.472 0.05 0.13 0.01 0.09
H -6.363 -1.835 9.774 0.57 0.25 -0.47 0.12
H -1.362 5.582 -5.413 -0.50 0.67 0.01 0.11
H 8.344 -4.701 -2.892 -0.45 0.64 0.84 0.09
H 8.391 -7.560 -3.037 -0.60 -0.72 -0.96 0.11
H -2.403 -2.296 -1.238 -0.19 -0.08 -0.34 0.10
H -6.782 -3.751 3.671 0.53 0.09 0.30 0.11
H 4.035 5.526 -3.533 0.53 0.22 -0.04 0.10
H 2.856 -1.326 -13.262 -0.04 -0.12 0.48 0.09
H 9.125 3.250 -5.254 0.22 -0.18 0.53 0.10
H -5.523 5.613 7.153 0.00 0.96 -0.27 0.09
H 9.337 -1.342 2.295 0.69 -0.28 0.24 0.09
H -0.615 5.360 -0.225 -0.02 -0.22 -0.38 0.09
H 2.192 2.037 6.944 0.36 -0.16 0.44 0.10
H 8.549 -6.325 -4.378 0.07 -0.47 0.01 0.11
H -2.901 -2.244 5.010 0.38 0.52 0.13 0.12
H -3.135 -3.803 -0.556 -0.10 0.25 0.11 0.09
H 4.962 4.428 -2.453 0.46 0.39 0.01 0.10
H 9.897 4.734 -5.693 -0.49 0.69 0.26 0.10
H 6.136 -7.412 -4.152 -0.10 0.10 -0.27 0.10
H 14.849 -2.973 2.279 -0.01 -0.09 0.10 0.09
H -6.776 7.436 2.230 -0.46 -0.13 -0.09 0.09
H -2.797 -4.014 7.049 -0.01 0.28 -0.31 0.09
H 1.748 -1.452 -8.316 -0.14 -0.09 0.63 0.10
H -4.770 -5.160 -1.817 0.45 -0.87 0.37 0.10
H -2.900 1.926 -5.975 0.23 0.24 -0.60 0.12
H -3.158 -2.518 7.990 -0.33 -0.58 0.29 0.07
H 1.677 -0.318 -0.144 -0.26 0.09 -0.71 0.09
H 9.422 -5.645 -1.950 -0.34 -0.66 0.46 0.10
H -8.887 -2.829 8.816 -0.12 0.44 0.40 0.08
H -8.303 -1.053 8.995 -0.72 -0.32 0.63 0.08
H 4.801 3.757 3.172 0.35 0.31 -0.58 0.09
H -6.055 8.725 3.079 0.15 0.35 -0.35 0.09
H -8.683 -4.579 3.243 -0.51 -0.37 -0.35 0.06
H -1.650 3.396 -7.382 0.34 0.02 -0.05 0.11
H -4.583 -5.519 -3.485 0.24 0.53 -0.32 0.11
H -4.732 -3.023 -2.333 -0.29 -0.21 -0.01 0.10
H -11.450 -0.948 0.278 -0.13 1.30 1.23 0.09
H 4.576 -1.357 -12.751 -0.08 0.13 -0.06 0.10
H -0.601 3.537 -5.934 0.04 0.04 -0.39 0.11
H 4.200 3.832 -3.857 0.17 -0.13 -0.38 0.09
H 14.308 -2.764 3.957 -0.09 -0.32 0.05 0.10
H -10.455 -1.459 -0.744 1.59 0.16 -0.61 0.09
H -0.615 4.625 1.305 0.21 -0.71 0.09 0.10
H 6.005 -5.674 -4.142 0.87 0.34 -0.02 0.11
H -6.568 2.113 0.667 0.07 -0.10 -0.13 0.09
H 3.787 0.142 -13.437 0.39 -0.19 0.05 0.09
H -3.572 -3.073 -3.570 0.68 -0.23 0.07 0.11
H 9.748 0.315 2.798 0.11 -0.10 -0.01 0.09
H 1.297 3.351 7.673 0.10 0.11 -0.07 0.09
H -1.425 5.744 -7.187 -0.60 0.13 0.02 0.12
H -3.892 -1.206 6.097 1.00 0.38 0.56 0.12
H 3.374 -1.949 -7.974 0.28 0.07 -0.34 0.10
H -1.743 -2.516 7.110 0.39 -0.53 -0.15 0.07
H 5.360 5.456 3.483 -0.09 -0.19 0.35 0.09
H -7.639 9.008 2.391 -0.66 -0.39 0.76 0.10
H 2.800 -0.478 -7.240 0.17 0.86 -0.85 0.09
H -1.892 4.209 0.158 0.21 -0.59 -0.21 0.09
H 6.099 -7.741 -1.972 0.01 0.03 0.51 0.10
H -6.070 1.704 2.283 -0.79 -0.44 0.39 0.09
```
Positions in Å, forces in eV/Å.



Q: What is the formula in the first record?
A: C3H9O



Q: Which value of F_max does entry 4 give?
A: 5.22 eV Å⁻¹



Q: F_max of number 4 (C39H81O31PS3)?
A: 5.22 eV Å⁻¹



Q: Number 2 is which compound?
A: CH3NO3S